C24H12BrN4OS2W as an isolated structure in a non-equilibrium geometry, computed with ωB97M-V/def2-TZVPD.

Geometry (Å):
W -0.506 -0.630 -0.432
Br 5.294 4.114 -1.090
C 4.036 2.722 -0.998
C 4.465 1.392 -0.935
C 3.550 0.353 -0.815
C 2.204 0.640 -0.772
O 1.252 -0.312 -0.615
C 1.738 1.973 -0.889
C 0.359 2.280 -0.920
N -0.663 1.440 -0.825
C -1.997 1.955 -0.867
C -2.384 3.280 -0.900
C -3.743 3.624 -0.905
C -4.714 2.658 -0.889
C -4.348 1.293 -0.877
C -5.279 0.238 -0.915
C -4.831 -1.072 -0.955
C -3.479 -1.337 -0.915
N -2.536 -0.360 -0.838
C -2.979 0.955 -0.859
C 2.683 3.009 -0.998
H 5.523 1.172 -0.987
H 3.890 -0.675 -0.767
H 0.134 3.332 -1.061
H -1.667 4.089 -0.911
H -4.018 4.670 -0.922
H -5.762 2.927 -0.896
H -6.341 0.454 -0.926
H -5.526 -1.898 -1.014
H -3.135 -2.360 -0.939
H 2.351 4.037 -1.081
S -0.748 -0.747 1.856
C 0.555 -1.947 1.761
C 1.492 -1.977 2.794
C 2.459 -2.966 2.820
C 3.402 -2.995 3.891
N 4.187 -2.987 4.731
C 2.510 -3.938 1.784
C 1.615 -3.886 0.734
C 0.620 -2.900 0.700
S -0.549 -2.957 -0.626
C 3.491 -4.976 1.838
N 4.282 -5.807 1.888
H 1.446 -1.250 3.594
H 1.669 -4.628 -0.052

As for the LUMO energy: -0.471 Eh. The calculation puts the total energy at -126600.4726 eV. The value obtained for the relative energy (zero: lowest compared OMol25 entry of this formula, charge and spin) is 21.2 kJ/mol. As for the net charge: +3.

Charges per atom according to Mulliken partitioning, unit e: 1.44, -0.04, -0.39, -0.37, -0.77, 0.60, -0.48, 0.05, 0.76, 0.05, 1.08, -0.90, -1.14, -0.92, 0.88, -0.29, -0.90, 0.02, -0.25, 0.46, -0.74, 0.49, 0.54, 0.32, 0.37, 0.45, 0.48, 0.53, 0.44, 0.41, 0.55, -0.20, 0.82, -0.87, 0.58, -0.52, -0.26, 0.55, -0.79, 0.75, -0.27, -0.52, -0.26, 0.62, 0.62